Computed, not measured: a molecular structure, C2H3N2OP in a non-equilibrium geometry, with ωB97M-V/def2-TZVPD.

The geometry in XYZ format:
```
9
Properties=species:S:1:pos:R:3:forces:R:3
C 1.0952 0.7872 0.6002 3.06 2.60 0.62
C -0.5018 -0.5568 -1.0970 -0.86 -2.10 0.37
N 0.6408 1.1524 -2.3194 0.37 0.92 -0.53
N 0.0852 0.3876 -1.7230 -0.34 -0.79 -0.59
O 0.4664 0.0172 1.3957 -2.42 -2.80 0.77
P -0.8989 -0.6554 0.6286 -0.62 -0.74 1.50
H 1.8325 1.3773 1.1755 0.08 0.40 -1.22
H -0.9630 -1.4601 -1.5626 0.76 1.20 -0.53
H -0.5866 -2.1114 0.8234 -0.03 1.31 -0.40
```
Forces are in eV/Å.

Computed properties:
Energy relative to the best compared isomer or geometry (same formula, charge and spin), eV: 2.772
Spin multiplicity: 3
Charge: 0
LUMO (spin up / spin down), eV: 0.38 / -0.74
Orbital gap (spin up / spin down), eV: 7.41 / 7.64



Computed, not measured: a molecular structure, C12H23EuIO4S in a non-equilibrium geometry, with ωB97M-V/def2-TZVPD.

The geometry in XYZ format:
```
42
Properties=species:S:1:pos:R:3:forces:R:3
C 1.2411 -0.2360 4.4375 0.88 -0.38 0.47
O 0.1764 0.5801 3.9622 -0.25 -1.25 0.97
C -1.0368 0.4309 4.6885 -0.47 0.86 0.88
C -1.9761 -0.6343 3.9674 -0.18 -0.11 -1.52
C -1.9733 -0.5184 2.3778 0.06 -0.86 0.54
C -1.0188 -1.5829 1.6943 1.00 1.08 0.69
C -0.1633 -0.9523 0.5372 -0.78 0.43 -0.57
C -0.7005 -1.2427 -0.9202 0.35 -0.76 -0.02
C 0.4136 -1.5536 -1.9765 -0.34 0.98 -0.60
C 1.1492 -0.2585 -2.5449 0.72 -1.95 -0.91
C 0.6740 0.0796 -3.9973 0.42 -0.03 0.10
C 1.4835 1.2454 -4.6733 -0.93 0.53 0.07
C 1.5605 2.5567 -3.7744 0.92 -2.18 -0.06
I 3.6343 2.7146 -3.0728 -0.75 0.24 -0.17
S 0.5616 2.2592 -2.2724 0.41 5.23 3.61
O -0.9275 2.3166 -2.4932 0.61 -2.81 -0.41
O 0.8952 3.3220 -1.3002 -0.36 -2.95 -1.93
O 1.1137 0.8526 -1.6133 -1.48 1.06 -1.63
H 0.9843 -0.8614 5.3109 -0.24 0.47 -0.42
H 1.6248 -0.8901 3.6222 -0.21 0.72 0.12
H 2.0735 0.4533 4.7390 -0.45 -0.22 -0.42
H -1.5001 1.4433 4.7445 0.13 -0.63 -0.64
H -0.8643 0.1157 5.7383 0.21 -0.10 -0.70
H -3.0064 -0.4267 4.3108 0.69 -0.09 0.30
H -1.6406 -1.6466 4.2642 -0.27 0.57 0.06
H -3.0008 -0.7381 2.0136 0.47 0.58 0.38
H -1.6637 0.5224 2.1528 -0.37 -0.59 -0.29
H -0.2938 -1.8730 2.4890 -0.40 -0.09 -0.63
H -1.5450 -2.5118 1.4089 0.18 0.51 0.08
H 0.8958 -1.2788 0.5413 -0.68 0.06 0.11
H -0.1658 0.1520 0.6792 0.32 -0.70 -0.07
H -1.3881 -2.1294 -0.8874 0.33 0.56 -0.02
H -1.3287 -0.3886 -1.3548 3.46 -1.48 2.38
H 1.1680 -2.2717 -1.5965 -0.64 0.45 0.11
H -0.0458 -2.0457 -2.8654 0.27 0.16 0.56
H 2.2164 -0.5624 -2.6286 -0.55 0.53 0.07
H -0.4353 0.2710 -4.0030 0.65 0.11 -0.11
H 0.8089 -0.8231 -4.6316 0.00 0.46 0.54
H 0.9666 1.5256 -5.6106 0.33 -0.27 0.36
H 2.5111 0.9211 -4.9255 -0.72 0.04 0.17
H 1.2984 3.4936 -4.2930 -0.30 -0.41 0.65
Eu -2.7761 0.1706 -2.2446 -2.05 2.23 -2.09
```
Forces are in eV/Å.

Computed properties:
Spin multiplicity: 7
Charge: +3
LUMO (spin up / spin down), eV: -10.92 / -13.31
Orbital gap (spin up / spin down), eV: 5.92 / 3.53



Computed, not measured: 2 unconnected molecules or ions with the total composition C19H23N3O5 in a non-equilibrium geometry, with ωB97M-V/def2-TZVPD.

The geometry in XYZ format:
```
50
Properties=species:S:1:pos:R:3:forces:R:3
C 1.8653 3.6533 -2.3321 -0.38 0.13 0.22
N 0.5022 4.1770 -2.4250 1.27 -0.26 -0.48
C -0.4809 4.0712 -1.5244 -1.44 0.32 0.30
O -1.5778 4.5558 -1.7763 0.10 -0.21 0.48
C -0.2579 3.3005 -0.2076 -0.15 0.05 0.52
C -0.6499 1.8259 -0.4143 0.04 -0.42 -0.15
C -0.3813 0.9155 0.7674 0.05 -0.03 0.28
C 0.9056 0.3787 0.9608 -0.69 -0.33 0.89
C 1.1721 -0.4334 2.0776 -0.79 0.39 -0.13
C 0.1486 -0.7203 2.9985 -0.16 0.51 -0.65
C -1.1418 -0.1998 2.7984 0.66 0.21 -0.52
C -1.4066 0.6189 1.6863 0.95 -0.39 0.23
N -1.0640 3.8814 0.8760 0.29 -0.26 -2.18
C -0.7551 4.0509 2.1606 0.30 0.38 1.75
C 0.6359 3.7228 2.6657 -0.26 -0.02 -0.18
O -1.5846 4.4955 2.9377 -0.22 0.03 0.02
H 2.3937 3.8410 -3.2691 -0.17 -0.01 0.15
H 2.4056 4.1490 -1.5232 0.13 -0.09 -0.05
H 1.8483 2.5768 -2.1545 0.13 0.01 -0.02
H 0.2483 4.6845 -3.2601 -0.11 -0.08 0.14
H 0.7973 3.3541 0.0507 0.08 0.01 0.22
H -0.1046 1.4341 -1.2739 0.03 -0.02 -0.16
H -1.7112 1.7762 -0.6645 0.00 0.15 -0.06
H 1.6962 0.5993 0.2585 0.07 0.03 -0.12
H 2.1645 -0.8334 2.2325 0.04 -0.03 -0.01
H 0.3529 -1.3392 3.8616 0.01 -0.01 0.01
H -1.9278 -0.4141 3.5100 -0.01 -0.01 -0.01
H -2.3943 1.0372 1.5508 -0.03 0.03 -0.06
H -1.9886 4.1952 0.6164 -0.03 0.01 -0.10
H 1.3682 4.3176 2.1257 0.25 -0.07 -0.07
H 0.6859 3.9659 3.7261 -0.11 0.03 -0.16
H 0.8341 2.6629 2.5379 0.22 -0.12 -0.09
C 1.5216 -4.1569 1.1022 -0.03 -0.13 -0.03
C 0.5032 -3.9810 0.0060 0.02 -0.51 -0.57
C -0.4708 -2.9867 0.1033 -0.48 -0.08 -0.81
C -1.3945 -2.8138 -0.9226 0.46 0.00 0.56
C -1.3717 -3.6295 -2.0502 -0.70 -0.28 -1.29
O -2.3170 -3.3769 -2.9990 0.52 -0.14 0.50
C -0.4056 -4.6580 -2.1869 0.35 1.14 2.03
N -0.3390 -5.5254 -3.3140 0.91 -1.23 -0.71
O 0.6147 -6.3070 -3.3969 -1.22 0.95 0.09
O -1.2353 -5.4719 -4.1655 0.35 0.11 0.37
C 0.5292 -4.8020 -1.1299 -0.16 0.29 0.18
H 1.1474 -3.7544 2.0487 0.09 -0.04 -0.15
H 2.4453 -3.6314 0.8419 -0.01 -0.08 0.13
H 1.7511 -5.2168 1.2490 0.06 0.18 0.00
H -0.5177 -2.3421 0.9737 0.02 -0.04 -0.04
H -2.1475 -2.0362 -0.8510 0.02 -0.15 -0.14
H -2.2092 -4.0416 -3.7058 0.00 -0.02 0.07
H 1.2974 -5.5697 -1.1772 -0.25 0.06 -0.22
```
Forces are in eV/Å.

Computed properties:
Structure (SMILES): CNC(=O)[C@H](Cc1ccccc1)NC(C)=O.Cc1ccc(O)c([N+](=O)[O-])c1
Energy relative to the best compared isomer or geometry (same formula, charge and spin), eV: 4.805
Charge: 0
LUMO, eV: -0.89
Orbital gap, eV: 8.17



Computed, not measured: a molecular structure, C17H45BeN4O7 in a non-equilibrium geometry, with ωB97M-V/def2-TZVPD.

The geometry in XYZ format:
```
74
Properties=species:S:1:pos:R:3:forces:R:3
Be -52.1243 9.0194 17.4396 0.58 -0.60 -0.58
O -52.6664 7.8267 13.3475 -0.12 -0.51 0.33
C -52.3401 8.1943 14.5782 1.96 3.43 1.19
O -51.8338 9.2998 14.8161 0.21 2.12 -0.01
O -52.4648 7.4058 15.5144 -1.25 -2.70 2.60
H -52.8400 6.9454 13.6865 -0.79 -1.48 -1.52
C -53.8840 13.1979 18.4941 -0.02 0.88 -0.31
C -53.6309 11.7959 17.9908 -2.62 0.49 0.12
C -54.6381 11.4774 16.8735 -0.16 -1.28 0.54
O -54.5328 10.0707 16.6091 0.57 0.85 -0.70
C -55.3786 9.6315 15.5484 -0.03 -1.10 0.29
N -52.2905 11.6825 17.5038 0.70 -0.55 -0.16
H -53.8210 13.8879 17.6527 0.21 0.15 -0.20
H -53.0863 13.4824 19.1803 -0.17 0.11 0.29
H -54.8622 13.4269 18.9169 0.04 -0.49 0.30
H -53.8087 11.1099 18.8189 0.14 -0.17 -0.16
H -54.4952 12.1044 15.9934 0.46 -0.10 -0.29
H -55.6860 11.6075 17.1438 -0.04 0.53 0.57
H -55.1801 8.5613 15.4902 0.02 -0.01 -0.30
H -55.2272 10.0728 14.5633 0.45 0.34 0.19
H -56.4317 9.7134 15.8174 -0.12 0.34 0.19
H -52.2590 12.3031 16.7076 0.18 -0.40 -1.02
H -51.7630 12.2658 18.1374 0.80 -0.46 0.55
C -49.7479 8.6947 21.1721 -1.46 -1.19 -0.54
C -51.2597 9.0643 21.1199 1.93 0.07 2.10
C -51.5719 9.9012 22.4466 -0.69 -0.68 -2.23
O -52.9714 10.1503 22.3169 0.96 -0.27 0.51
C -53.3235 11.2750 23.0559 -1.40 0.55 0.27
N -51.6582 9.8089 19.9378 -0.33 -0.52 -0.30
H -49.5199 8.0610 20.3151 0.13 0.36 -0.26
H -49.7386 7.9555 21.9731 0.71 0.41 0.48
H -49.0135 9.4950 21.2627 -0.25 0.04 0.23
H -51.8027 8.1213 21.1834 -0.23 0.10 -0.16
H -51.0130 10.8358 22.3987 0.08 0.34 -0.16
H -51.3169 9.4596 23.4099 -0.08 -0.55 -0.13
H -52.8578 12.1720 22.6478 0.11 0.18 0.08
H -53.1362 11.1987 24.1270 0.45 -0.17 0.08
H -54.4074 11.3605 22.9784 -0.03 0.23 -0.14
H -51.0581 10.6213 19.9304 0.03 0.38 -0.44
H -52.5863 10.1143 20.1937 -0.28 0.50 -0.23
C -55.2367 9.1145 19.7951 -1.54 1.04 1.59
C -55.1724 7.6733 19.3997 1.74 1.42 0.29
C -56.4910 7.0786 18.9063 -0.61 -0.29 1.64
O -56.8296 7.5266 17.6339 0.10 0.49 -0.56
C -58.0503 7.0355 17.0926 0.16 -1.07 0.36
N -54.2398 7.7563 18.2871 0.59 -0.85 -0.95
H -55.3513 9.8106 18.9641 -0.48 -0.40 -0.18
H -54.4013 9.5204 20.3655 0.21 -0.67 0.06
H -56.0877 9.1861 20.4724 -0.21 0.64 0.06
H -54.6424 7.1388 20.1880 -0.81 -0.51 0.29
H -57.2567 7.3978 19.6134 -0.28 -0.01 0.23
H -56.4506 5.9936 19.0019 0.05 -0.35 -0.45
H -58.1747 7.4399 16.0881 -0.05 0.11 0.31
H -58.9268 7.1435 17.7315 -0.01 1.04 0.15
H -58.0291 5.9467 17.0465 0.48 -0.30 -0.46
H -54.9590 8.1191 17.6778 0.88 0.29 -1.66
H -54.1497 6.7807 18.0418 0.70 -0.21 -1.03
C -47.7660 8.0078 16.6011 -0.06 -2.27 -1.10
C -49.2504 7.8284 16.9260 1.14 0.19 0.34
C -49.6439 6.7216 17.9064 -0.59 0.51 0.72
O -51.0339 6.9517 18.3088 0.30 -0.09 -0.08
C -51.5328 5.7679 18.9394 0.14 -0.59 -0.69
N -49.5468 9.1068 17.5441 -2.18 0.87 0.30
H -47.6613 8.7634 15.8226 -0.04 -0.13 -0.08
H -47.5003 7.0325 16.1934 0.88 0.11 -0.33
H -47.0611 8.2517 17.3959 -0.45 -0.08 0.42
H -49.8142 7.6537 16.0096 -0.10 0.38 -0.03
H -49.0673 6.7500 18.8310 0.37 0.29 0.11
H -49.5157 5.6918 17.5731 -0.17 0.13 -0.69
H -52.5619 5.8242 19.2942 0.17 0.69 -0.03
H -50.8905 5.4211 19.7489 0.11 0.35 0.28
H -51.5141 4.9658 18.2016 -0.10 -0.16 -0.14
H -48.9090 9.1353 18.3268 -0.46 -0.03 0.98
H -49.1066 9.8327 16.9969 -0.56 0.27 -0.76
```
Forces are in eV/Å.

Computed properties:
Energy relative to the best compared isomer or geometry (same formula, charge and spin), eV: 3.888
Charge: +1
LUMO, eV: -2.79
Orbital gap, eV: 8.43



Computed, not measured: 5 unconnected molecules or ions with the total composition H10O5, with ωB97M-V/def2-TZVPD.

The geometry in XYZ format:
```
15
Properties=species:S:1:pos:R:3:forces:R:3
O -29.3397 0.0797 1.1755 0.05 -0.31 0.05
H -28.6975 0.7538 1.3976 0.21 0.15 0.08
H -30.0610 0.5600 0.7691 -0.24 0.08 -0.11
O -28.1659 -3.4781 -0.6769 0.00 -0.29 0.04
H -27.9279 -3.0622 -1.5056 0.10 0.07 -0.27
H -28.4407 -2.7536 -0.1150 -0.12 0.22 0.20
O -26.3403 -2.4294 -4.8888 -0.13 -0.14 0.16
H -25.4949 -2.4851 -5.3344 0.22 -0.08 -0.10
H -26.6186 -1.5222 -5.0147 -0.11 0.22 -0.04
O -29.8383 -2.1020 4.7837 -0.12 0.03 0.22
H -29.1787 -2.7803 4.6387 0.15 -0.19 -0.01
H -29.8144 -1.5701 3.9882 -0.03 0.18 -0.26
O -29.2914 -7.2914 -2.5433 -0.19 -0.09 -0.15
H -28.5327 -7.8565 -2.3972 0.17 -0.15 0.02
H -29.1210 -6.5173 -2.0067 0.02 0.29 0.16
```
Forces are in eV/Å.

Computed properties:
Structure (SMILES): O.O.O.O.O
Energy relative to the best compared isomer or geometry (same formula, charge and spin), eV: 1.320
Charge: 0
LUMO, eV: 0.36
Orbital gap, eV: 11.60



Computed, not measured: a molecular structure, C41H43FIrN7O3 in a non-equilibrium geometry, with ωB97M-V/def2-TZVPD.

The geometry in XYZ format:
```
96
Properties=species:S:1:pos:R:3:forces:R:3
Ir -0.6172 0.0104 -0.1690 0.26 0.47 0.73
C 4.0994 2.4760 2.7074 -0.05 -0.01 0.05
C 3.5072 1.9175 1.4096 0.04 0.03 -0.01
C 4.1470 2.6139 0.2027 -0.08 0.07 0.04
C 3.6812 0.4111 1.3322 -0.17 -0.04 -0.18
C 4.9872 -0.0519 1.2563 -0.07 -0.04 0.00
C 5.2605 -1.4031 1.1826 0.04 -0.04 -0.01
C 4.2115 -2.2975 1.2170 0.05 -0.02 -0.05
C 2.8785 -1.8972 1.3206 0.06 0.03 0.00
C 1.8848 -3.0438 1.4290 -0.13 0.15 0.04
C 1.0237 -3.1907 0.1775 0.09 -0.06 0.06
C 1.0637 -2.9921 2.7179 0.03 -0.03 0.04
C 2.5873 -0.5080 1.3538 0.19 -0.05 0.15
N 1.2723 0.0385 1.4437 0.14 1.00 -0.10
C 0.9257 0.6370 2.6361 -0.04 -0.48 0.17
C 1.4811 0.2886 3.8797 -0.18 -0.12 0.09
C 1.0431 0.8738 5.0568 0.08 -0.01 0.00
C 0.0377 1.8320 5.0557 0.00 -0.01 -0.03
C -0.4970 2.2416 3.8413 0.00 0.02 0.02
C -0.0227 1.6556 2.6958 -0.01 0.19 -0.27
F -0.4733 2.1483 1.4788 0.00 -0.05 0.12
H 3.9502 3.5560 2.7622 -0.01 0.00 0.00
H 5.1719 2.2836 2.7640 0.01 0.00 0.00
H 3.6249 2.0229 3.5781 0.02 0.01 0.00
H 2.4422 2.1386 1.4302 -0.08 0.05 -0.07
H 5.2179 2.4157 0.1580 0.00 0.03 0.00
H 4.0230 3.6982 0.2770 -0.01 -0.02 0.00
H 3.7175 2.2825 -0.7446 -0.03 -0.06 -0.04
H 5.8059 0.6571 1.2571 -0.02 0.00 0.01
H 6.2809 -1.7573 1.1155 0.00 0.00 0.01
H 4.4255 -3.3587 1.1933 0.00 0.00 -0.02
H 2.4980 -3.9454 1.4877 0.02 0.01 0.00
H 0.3190 -2.3714 0.1014 0.00 -0.09 -0.01
H 0.4478 -4.1175 0.2120 -0.02 0.01 0.00
H 1.6388 -3.2072 -0.7266 0.01 -0.04 0.00
H 0.4349 -2.1084 2.7621 0.14 -0.10 0.08
H 1.7201 -3.0042 3.5898 0.02 -0.03 0.00
H 0.4141 -3.8682 2.7765 -0.01 0.00 0.00
H 2.2470 -0.4753 3.9029 0.02 0.01 0.02
H 1.4895 0.5672 5.9938 0.00 -0.01 0.00
H -0.3185 2.2646 5.9795 0.01 0.01 0.00
H -1.2572 3.0086 3.7762 0.02 0.02 -0.02
N 1.2285 -0.1340 -1.2134 -0.14 -0.31 0.23
C 1.5374 -0.8016 -2.4652 0.10 -0.03 -0.05
C 2.8788 -0.8380 -2.8242 0.02 -0.02 -0.01
C 3.2682 -1.4827 -3.9831 0.02 0.02 0.00
C 2.3057 -2.1074 -4.7651 -0.04 0.00 0.00
C 0.9764 -2.0715 -4.3877 0.05 0.07 -0.07
C 0.5575 -1.3914 -3.2379 -0.13 0.14 -0.09
C -0.8580 -1.4645 -2.8119 0.28 -0.22 0.26
C -1.8285 -1.7808 -3.7593 0.00 -0.23 0.06
C -3.0859 -2.2284 -3.3904 -0.01 -0.01 -0.11
C -3.3564 -2.4387 -2.0528 0.06 -0.15 0.08
C -2.4314 -2.0467 -1.0958 0.25 -0.17 -0.04
C -1.2230 -1.4479 -1.4496 -1.23 0.81 -0.40
H 1.8748 -0.5141 -0.5212 0.14 0.05 -0.03
H 1.5014 0.8385 -1.3271 0.16 0.07 0.15
H 3.6169 -0.3724 -2.1789 0.00 0.00 0.02
H 4.3126 -1.5145 -4.2612 0.00 -0.01 0.00
H 2.5952 -2.6450 -5.6578 0.00 0.00 0.00
H 0.2465 -2.6105 -4.9750 0.05 -0.01 -0.01
H -1.5739 -1.7086 -4.8090 -0.03 -0.02 0.01
H -3.8182 -2.4763 -4.1472 -0.01 0.05 0.00
H -4.2936 -2.8805 -1.7401 0.01 0.00 0.01
H -2.6605 -2.2378 -0.0614 -0.13 0.11 0.02
O -1.0136 -1.1963 1.5696 0.13 -0.68 -0.79
N -2.2555 -1.2990 1.8746 0.02 0.43 0.13
N -2.9525 -0.3790 1.3700 0.23 -0.09 0.18
O -2.3568 0.5513 0.6392 -0.40 -0.09 -0.32
C -4.3846 -0.3674 1.4878 0.04 0.03 0.03
C -4.9979 -1.2078 2.4058 0.01 0.03 0.06
C -6.3805 -1.2365 2.4442 -0.02 0.00 -0.01
C -7.1263 -0.4398 1.5832 0.03 0.01 0.01
C -6.4872 0.4081 0.6919 -0.01 0.00 0.01
C -5.1016 0.4512 0.6352 0.03 -0.01 -0.05
H -4.4071 -1.8197 3.0717 0.00 -0.02 -0.02
H -6.8782 -1.8859 3.1511 0.00 -0.01 0.00
H -8.2066 -0.4833 1.6099 0.00 0.03 0.02
H -7.0677 1.0346 0.0285 0.01 0.00 -0.01
H -4.5767 1.0789 -0.0682 -0.01 -0.01 -0.04
C -3.7105 2.6069 -3.7997 0.02 -0.05 -0.02
N -2.4079 2.6407 -3.1335 0.00 -0.04 0.01
C -1.5107 3.6075 -3.3786 0.01 0.06 -0.02
C -0.3467 3.6721 -2.6976 -0.04 0.01 -0.02
C -0.1274 2.7017 -1.6907 0.02 0.05 0.20
N -0.9493 1.6599 -1.5060 0.08 -0.43 -0.38
C -2.1524 1.5978 -2.2285 0.05 0.03 -0.08
O -2.9635 0.7193 -2.1080 -0.11 0.10 0.13
N 0.9532 2.8239 -0.8997 0.01 -0.12 0.16
H -3.7378 3.3965 -4.5450 0.00 0.00 0.00
H -4.5021 2.7597 -3.0688 0.00 -0.01 0.00
H -3.8563 1.6377 -4.2688 0.01 0.00 -0.02
H -1.7811 4.3377 -4.1293 -0.01 -0.01 0.00
H 0.3666 4.4609 -2.8728 0.00 0.01 0.03
H 1.4679 3.6883 -0.9429 0.05 -0.03 -0.05
H 0.9056 2.3936 0.0186 0.10 -0.06 0.01
```
Forces are in eV/Å.

Computed properties:
Energy relative to the best compared isomer or geometry (same formula, charge and spin), eV: 2.347
Spin multiplicity: 2
Charge: +1
LUMO (spin up / spin down), eV: -3.11 / -4.44
Orbital gap (spin up / spin down), eV: 6.67 / 4.99